(1)
Formula: C4H6N2O
Source: OMol25
Level of theory: ωB97M-V/def2-TZVPD

XYZ file:
```
13
Properties=species:S:1:pos:R:3:forces:R:3:lowdin_charge:R:1
O -1.0994 -0.6920 0.4212 -0.1 -0.3 0.3 -0.072
N 1.8871 0.8122 -0.5489 2.3 2.0 -0.4 0.023
N 1.2634 -0.8635 0.6868 -3.1 1.4 -1.4 0.142
C 0.0794 -0.1472 0.1104 1.2 -2.4 2.6 -0.290
C 2.2798 -0.1693 0.1841 0.7 0.5 -0.6 -0.261
C 0.5369 0.9443 -0.5241 0.0 -1.2 -0.2 -0.112
C -2.2008 -0.0167 -0.1276 -0.3 0.3 -0.3 -0.082
H -3.0984 -0.5417 0.1915 0.1 0.0 0.0 0.093
H 0.0519 1.7642 -1.0159 -0.3 -0.1 -0.1 0.107
H 3.3130 -0.4094 0.3567 0.1 -0.1 0.0 0.115
H 1.3491 -1.6812 1.2624 -0.6 -0.1 0.0 0.142
H -2.1411 -0.0188 -1.2201 0.0 0.0 0.0 0.099
H -2.2209 1.0191 0.2235 -0.1 0.0 0.0 0.097
```
Forces are in eV/Å.

Properties
LUMO, eV: 0.89
Multiplicity: 1
Relative energy (zero: lowest compared OMol25 entry of this formula, charge and spin), kcal per mole: 39.5
Orbital gap, eV: 9.0643
Structure (SMILES): COc1cnc[nH]1

---

(2)
Formula: C3H6N2OS
Source: OMol25
Level of theory: ωB97M-V/def2-TZVPD

XYZ file:
```
13
Properties=species:S:1:pos:R:3:forces:R:3:lowdin_charge:R:1
S -0.4265 -0.4501 -1.3732 -0.7 0.1 -1.5 0.939
O 0.9274 0.6596 0.4898 -1.2 0.3 0.3 -0.039
N -0.6581 1.7300 1.6872 -0.2 0.3 0.6 0.158
N -1.2595 0.1764 -0.0232 -0.4 -0.3 0.4 -0.250
C -0.4204 0.8914 0.7960 1.7 0.5 -0.4 -0.581
C 1.0717 -0.3964 -0.4057 0.2 -1.5 -0.2 -0.647
C 1.1961 -1.7337 0.3420 0.8 -0.5 -1.1 -0.096
H -1.6518 1.8500 1.7851 -0.4 0.2 0.2 0.047
H 0.3096 -1.9282 0.9282 -0.2 0.2 0.3 0.071
H 2.0827 -1.6738 0.9595 0.1 -0.2 0.4 0.075
H 1.8843 -0.1918 -1.1227 -0.1 -0.1 0.6 0.121
H -2.1801 0.5723 -0.1846 0.4 -0.1 0.0 0.108
H 1.2996 -2.6168 -0.3542 0.0 1.1 0.5 0.095
```
Forces are in eV/Å.

Properties
LUMO, eV: 0.45
Multiplicity: 1
Relative energy (zero: lowest compared OMol25 entry of this formula, charge and spin), kcal per mole: 42.6
Orbital gap, eV: 8.8875
Structure (SMILES): [H]/N=C1\NS[C@H](C)O1

---

(3)
Formula: C8H20O3
Source: OMol25
Level of theory: ωB97M-V/def2-TZVPD

XYZ file:
```
31
Properties=species:S:1:pos:R:3:forces:R:3:lowdin_charge:R:1
O 0.8199 -0.3513 3.3446 0.6 -1.1 -0.2 -0.040
O 0.3822 -3.3159 1.8276 -0.1 -0.6 1.5 -0.038
O -1.8314 -3.2161 -0.6919 -0.4 -0.1 0.7 -0.054
C 1.7875 -0.6194 -0.2207 0.8 0.9 -1.0 -0.042
C -1.6881 0.8158 -1.1357 0.1 0.1 -0.4 -0.173
C -0.5457 0.0632 -0.6146 0.0 -0.3 0.6 -0.102
C 0.7535 0.3505 -0.7350 -0.7 0.0 -0.3 -0.287
C 1.4103 2.8040 -0.4977 0.1 1.7 1.1 -0.241
C -2.8049 0.2256 -1.5485 -0.5 -0.1 0.5 0.014
C 0.2601 3.2160 0.4349 -1.1 -0.6 0.1 -0.112
C 1.1891 1.6039 -1.4277 0.7 0.7 0.5 -0.169
H 1.6765 -1.5949 -0.6888 -0.3 -0.3 0.4 0.074
H 0.4845 1.9582 -2.1786 -0.1 -0.4 -0.1 0.110
H -3.0052 -0.8235 -1.3575 0.3 0.0 -0.1 0.040
H 0.8709 -3.5888 1.0566 -0.1 0.7 -0.5 0.031
H 1.5794 3.6863 -1.1257 0.1 -0.2 -0.2 0.100
H -2.2333 -2.9810 -1.5297 0.4 0.0 -0.3 0.031
H 2.1668 1.4777 -1.9007 -0.2 -0.3 -0.3 0.112
H 2.3065 2.8168 0.1306 0.2 -0.9 -0.3 0.104
H -0.3349 2.3487 0.7468 0.0 0.0 -0.3 0.055
H -0.8950 -3.3880 -0.7944 0.0 0.0 -0.5 0.021
H -0.4042 3.9182 -0.0770 -0.1 -0.1 0.1 0.069
H -3.6376 0.7721 -1.9725 0.1 0.2 0.0 0.053
H 0.8236 -1.3125 3.2022 0.9 0.1 0.2 0.019
H 0.4807 3.6559 1.4104 0.8 0.2 -0.3 0.069
H -0.8141 -0.8392 -0.0655 0.0 -0.1 -0.3 0.094
H -1.6037 1.8927 -1.2448 0.1 -0.1 -0.1 0.092
H -0.1064 -2.4945 1.7679 0.1 0.0 -1.0 0.014
H 2.7684 -0.2921 -0.5862 0.0 0.0 0.2 0.078
H -0.1141 -0.2489 3.2956 -1.4 1.0 0.1 0.016
H 1.8461 -0.6234 0.8545 -0.1 -0.4 0.4 0.061
```
Forces are in eV/Å.

Properties
LUMO, eV: 0.43
Multiplicity: 1
Relative energy (zero: lowest compared OMol25 entry of this formula, charge and spin), kcal per mole: 7.5
Orbital gap, eV: 9.0337
Structure (SMILES): C=C/C=C(/C)CCC.O.O.O

---

(4)
Formula: C20H24N2O3
Source: OMol25
Level of theory: ωB97M-V/def2-TZVPD

XYZ file:
```
49
Properties=species:S:1:pos:R:3:forces:R:3:lowdin_charge:R:1
O 3.6358 -1.0852 0.1500 0.1 0.4 -0.9 -0.056
O 2.8401 1.4246 1.1680 3.7 0.9 1.6 0.132
O 1.2793 3.0315 0.5210 2.0 -0.7 -0.3 -0.104
N -0.5193 1.9711 -1.2190 -1.8 -1.3 0.6 0.151
N -0.5921 -2.5389 -0.4794 0.8 -1.0 2.6 -0.128
C 2.1634 4.0650 0.9910 1.1 1.4 2.2 -0.084
C 3.6891 -1.7965 2.4004 -2.1 0.2 1.3 -0.054
C 0.7678 -0.6252 1.4144 -1.5 -1.0 -2.1 -0.137
C -1.0661 -2.4916 -1.8103 0.9 -1.5 -0.7 -0.207
C -3.7128 0.3802 -1.2140 -5.1 -0.4 -0.7 -0.049
C -0.7918 -1.0762 1.4856 2.2 3.4 0.3 -0.068
C -2.4393 0.6236 -1.0240 3.3 0.9 0.0 -0.151
C -1.2212 -0.2883 -0.8520 -1.2 1.0 0.2 -0.232
C -1.0062 -1.0416 -2.1701 2.6 0.3 -1.2 -0.080
C 1.7956 1.7341 0.7556 -5.0 -0.8 -1.6 -0.428
C 0.8034 0.6344 0.4865 -2.9 0.5 -2.6 0.030
C 1.4298 -1.9631 1.0160 0.6 -1.2 -0.8 -0.191
C -4.6827 1.4091 -1.4978 2.1 -0.4 0.4 -0.063
C -2.8120 3.0426 -1.4542 -0.4 -1.5 1.2 -0.003
C -1.9716 1.9212 -1.2208 0.5 2.8 -1.0 -0.153
C 3.0187 -2.0261 1.0038 -0.4 1.7 2.1 -0.378
C -1.3284 -1.4442 0.1778 1.1 -0.4 -1.6 -0.221
C -0.2296 0.8044 -0.5095 4.2 -0.9 2.8 -0.084
C -4.1959 2.7310 -1.5099 -1.2 0.2 -0.2 -0.102
C 0.8742 -2.5923 -0.3329 0.0 0.0 1.1 -0.107
H -0.0372 2.8144 -0.9404 -0.2 -0.1 0.1 0.120
H 3.2719 4.1696 0.5671 -2.5 -1.0 0.8 0.131
H 1.0827 -2.7623 1.7454 0.5 1.1 -0.2 0.154
H 2.1408 3.8741 2.1399 0.8 0.7 -1.9 0.117
H -0.9517 -1.7883 2.2003 -0.1 -2.2 1.8 0.090
H 4.7375 -1.9901 2.3734 0.8 -0.3 -0.4 0.054
H 0.0481 -0.9201 -2.6500 -1.9 0.6 0.7 0.158
H -5.7059 1.0554 -1.6818 0.4 0.8 0.3 0.100
H -4.9672 3.5382 -1.5309 0.9 -0.5 -0.3 0.107
H -1.7994 -0.8072 -2.8274 -0.4 0.5 -1.2 0.104
H -1.2647 -0.1868 1.8730 -0.7 0.4 -0.1 0.126
H 3.2615 -3.0450 0.7464 0.4 -0.2 -0.8 0.126
H 3.2536 -2.5060 3.1814 0.4 1.0 -0.8 0.094
H -4.1515 -0.6144 -1.1518 0.4 -0.1 0.0 0.118
H -2.3423 -1.8368 0.2182 -0.4 0.5 0.2 0.154
H 1.7183 5.1057 0.8675 0.1 -1.7 -0.3 0.095
H -0.4380 -3.1459 -2.5067 -1.1 0.7 0.9 0.154
H -2.4681 4.0887 -1.3557 -0.1 -0.8 -0.4 0.113
H 1.2731 -2.1176 -1.2133 0.9 0.3 -0.3 0.106
H 1.1868 -0.3347 2.3532 -0.1 0.2 0.9 0.127
H 3.5951 -0.7139 2.7752 -0.2 -1.5 -0.6 0.093
H -2.0785 -2.8418 -1.7123 -0.7 -0.4 -0.8 0.113
H 1.2073 -3.6707 -0.2832 -0.4 1.0 -0.4 0.134
H 3.6998 -0.1679 0.5363 -0.5 -1.6 -0.1 0.080
```
Forces are in eV/Å.

Properties
LUMO, eV: 0.67
Multiplicity: 1
Relative energy (zero: lowest compared OMol25 entry of this formula, charge and spin), kcal per mole: 107.4
Orbital gap, eV: 8.5727
Structure (SMILES): COC(=O)C1=C2Nc3ccccc3[C@@]23CCN2C[C@@H]([C@H](C)O)[C@@H]1C[C@H]23

---

(5)
Formula: C37H30BrF7N5O5S2Sb2Ti
Source: OMol25
Level of theory: ωB97M-V/def2-TZVPD

XYZ file:
```
90
Properties=species:S:1:pos:R:3:forces:R:3:lowdin_charge:R:1
Sb 1.4694 -1.4058 -0.4805 0.0 -0.1 0.0 1.559
Sb -1.2655 -1.5077 1.6182 0.0 -0.2 0.3 1.709
Br 2.1769 7.4586 -1.4038 0.0 0.0 0.0 0.747
Ti -1.8888 2.1429 0.1807 -0.3 0.9 -0.4 0.996
S -0.6458 2.9690 3.3224 0.0 0.5 0.0 0.533
S -3.0077 1.4432 2.7499 0.0 0.1 0.2 0.771
F -0.5482 5.4829 2.4556 0.0 0.0 0.0 0.125
F -5.6877 3.2781 1.3440 0.0 0.0 -0.1 0.032
F -3.2294 3.4305 -0.0131 0.3 -0.1 0.1 -0.408
F -0.3797 0.9960 0.3555 -0.2 0.1 0.0 -0.459
F -2.0602 5.1064 3.9581 0.0 0.0 0.0 0.129
F 0.0279 5.2012 4.5199 0.0 0.0 0.0 0.123
F -5.7531 4.6337 -0.2110 0.1 -0.1 0.0 0.040
O -3.1032 0.9505 1.2836 -0.1 0.0 -0.2 -0.627
O 0.6487 2.8499 2.6976 0.0 0.0 0.0 -0.294
O -0.8159 2.4508 4.6490 0.0 -0.1 0.0 -0.285
O -2.3619 0.3467 3.4959 0.0 0.0 0.0 -0.535
O -2.5353 1.2138 -1.4117 0.1 -0.1 0.1 -0.239
N -0.5741 3.9586 -0.1077 0.1 -0.2 -0.2 -0.002
N -1.8263 2.6574 2.3350 0.2 -0.9 0.1 -0.447
N -0.3170 4.5237 -3.8196 0.0 0.0 0.0 0.157
N -1.6249 2.0584 -1.8935 -0.1 -0.1 0.1 -0.128
N -4.3661 2.6873 -3.9854 0.0 0.0 0.0 0.146
C -0.6527 -6.2044 3.0028 0.0 0.0 0.0 -0.095
C -2.0400 2.8493 -2.9004 0.1 0.0 0.0 -0.305
C 0.4137 -0.5999 2.6863 -0.1 0.1 -0.1 -0.335
C -3.3034 -1.3934 -0.6658 0.0 0.0 0.0 -0.126
C 5.3270 -3.5977 -0.4104 0.0 0.0 0.0 -0.093
C -3.3289 2.7477 -3.4849 0.0 0.1 0.0 -0.198
C 1.8987 -0.6963 2.3738 0.0 0.0 0.1 -0.348
C 4.9445 -4.9149 -0.1898 0.0 0.0 0.0 -0.101
C -5.7361 3.3477 0.0378 -0.1 0.0 0.1 -0.088
C 2.9233 -0.9570 -3.1920 0.0 0.0 0.0 -0.140
C 2.0066 1.6427 -3.5568 0.0 0.0 0.0 -0.073
C 0.1711 -3.9472 2.9069 0.0 0.0 0.0 -0.124
C 3.2872 -0.2420 -4.3264 0.0 0.0 0.0 -0.099
C -1.6171 -3.0744 -1.0453 0.0 -0.1 0.1 -0.187
C 1.6122 4.8186 -0.5211 0.0 0.0 0.0 -0.081
C 2.3266 -0.1479 1.0206 0.0 0.0 -0.1 -0.359
C -0.9734 -3.5388 2.2255 0.0 0.0 0.0 -0.360
C 2.6410 -4.2298 -0.1665 0.0 0.0 0.0 -0.142
C -1.8052 -5.8061 2.3379 0.0 0.0 0.0 -0.087
C 0.7512 3.8063 -0.1434 0.0 0.0 0.1 -0.117
C -2.1339 -2.0307 -0.2828 0.1 0.2 -0.1 -0.379
C -1.9623 -4.4835 1.9512 0.0 0.0 0.0 -0.132
C -2.2597 -3.4571 -2.2100 0.0 0.0 0.0 -0.086
C 1.0570 6.0359 -0.8674 0.0 0.0 0.0 -0.683
C 4.3650 -2.6020 -0.5069 0.0 0.0 0.0 -0.138
C -1.0937 5.1404 -0.4470 0.0 -0.1 0.1 -0.115
C 2.1073 -0.3712 -2.2295 0.0 0.0 0.1 -0.369
C 3.6001 -5.2310 -0.0659 0.0 0.0 0.0 -0.096
C -3.9357 -1.7737 -1.8461 0.0 0.0 0.0 -0.063
C -0.3110 6.2146 -0.8273 0.0 0.0 0.0 -0.099
C 3.0093 -2.9049 -0.3878 0.0 0.1 -0.1 -0.381
C 1.6395 0.9273 -2.4246 0.0 0.0 0.0 -0.122
C -3.4133 -2.7952 -2.6187 0.0 0.0 0.0 -0.082
C -1.0923 3.7680 -3.4163 -0.1 0.1 0.0 -0.206
C 0.3351 -5.2733 3.2870 0.0 0.0 0.0 -0.090
C -0.8225 4.7935 3.5695 0.0 0.0 0.0 -0.667
C 2.8346 1.0575 -4.5057 0.0 0.0 0.0 -0.092
H 3.2948 -6.2551 0.1110 0.0 0.0 0.0 0.099
H 2.6787 4.6527 -0.5463 0.0 0.0 0.0 0.108
H 1.1239 2.8382 0.1590 0.0 0.0 0.0 0.087
H 4.6770 -1.5785 -0.6856 0.0 0.0 0.0 0.099
H -0.7672 7.1534 -1.1025 0.0 0.0 0.0 0.109
H 0.9531 -3.2366 3.1404 0.0 0.0 0.0 0.077
H 0.0991 0.4356 2.7031 0.0 0.0 0.0 0.004
H 1.2376 -5.5757 3.8035 0.0 0.0 0.0 0.102
H -0.7228 -3.5967 -0.7305 0.0 0.0 0.0 0.059
H -4.8236 -1.2419 -2.1616 0.0 0.0 0.0 0.113
H 1.6292 2.6473 -3.7034 0.0 0.0 0.0 0.082
H 1.9477 0.8616 0.8774 0.0 0.0 0.0 0.035
H -2.8596 -4.1909 1.4175 0.0 0.0 0.0 0.100
H 1.5930 -4.4896 -0.0537 0.0 0.0 0.0 0.079
H 2.2747 -1.7171 2.4992 0.0 0.0 0.0 0.083
H 0.1749 -1.0372 3.6591 0.0 0.0 0.0 0.068
H -1.8547 -4.2671 -2.8040 0.0 0.0 0.0 0.100
H 0.9568 1.3735 -1.7103 0.0 0.0 0.0 0.060
H 5.6947 -5.6922 -0.1138 0.0 0.0 0.0 0.097
H -0.5264 -7.2380 3.2996 0.0 0.0 0.0 0.098
H 3.4123 -0.1473 0.9190 0.0 0.0 0.0 0.057
H 2.3715 -0.1001 3.1642 0.0 0.0 0.0 0.121
H -2.1724 5.1999 -0.4088 0.0 0.0 0.0 0.116
H 6.3761 -3.3463 -0.5073 0.0 0.0 0.0 0.099
H 3.9238 -0.7039 -5.0714 0.0 0.0 0.0 0.097
H -2.5825 -6.5266 2.1162 0.0 0.0 0.0 0.101
H 3.1167 1.6132 -5.3912 0.0 0.0 0.0 0.099
H 3.2855 -1.9705 -3.0607 0.0 0.0 0.0 0.088
H -3.7153 -0.5907 -0.0726 0.0 0.0 0.0 0.077
H -3.8980 -3.0768 -3.5450 0.0 0.0 0.0 0.101
```
Forces are in eV/Å.

Properties
LUMO (alpha / beta), eV: 1.97 / 0.42
Multiplicity: 3
Net charge: -1
Relative energy (zero: lowest compared OMol25 entry of this formula, charge and spin), kcal per mole: 32.4
Orbital gap (alpha / beta), eV: 6.3211 / 6.7362

---

(6)
Formula: C3H7N3
Source: OMol25
Level of theory: ωB97M-V/def2-TZVPD

XYZ file:
```
13
Properties=species:S:1:pos:R:3:forces:R:3:lowdin_charge:R:1
N 0.6208 -1.3437 0.0009 2.3 0.9 0.6 -0.018
N 1.9532 0.4533 0.1316 -1.7 2.9 -0.2 -0.103
N 1.7810 -0.8001 0.1291 -0.2 -5.6 -0.3 -0.058
C 0.8150 1.2527 0.0450 -3.9 -0.4 -2.0 -0.061
C -1.7832 -0.7100 0.1960 0.9 0.7 3.2 -0.084
C -0.4087 -0.4906 -0.3532 1.4 2.6 2.1 -0.246
H 0.4836 1.6522 -0.9493 0.9 -0.2 1.0 0.070
H -0.3696 -0.2388 -1.3622 -0.2 0.2 -1.8 0.079
H 0.4623 1.8644 0.8743 0.7 0.0 0.1 0.060
H -2.1657 -1.5936 -0.1776 -0.8 -2.0 -1.2 0.035
H -2.4843 0.0712 -0.0823 0.1 0.2 0.3 0.071
H -1.7804 -0.9478 1.3560 0.1 1.0 -2.2 0.122
H 2.8759 0.8308 0.1918 0.4 -0.4 0.5 0.134
```
Forces are in eV/Å.

Properties
LUMO, eV: 1.04
Multiplicity: 1
Relative energy (zero: lowest compared OMol25 entry of this formula, charge and spin), kcal per mole: 97.2
Orbital gap, eV: 9.6020